Molecular formula: C4H11NO2
Method: DFT, wB97M-V/def2-TZVPD

Each line ends with the Mulliken charge.
CARTESIAN COORDINATES (ANGSTROEM)
O (-0.96, -2.80, 0.90)  -0.671
O (-0.71, 3.18, -0.72)  -0.688
N (0.24, 1.00, 1.26)  -0.287
C (0.04, 0.53, 2.41)  -0.373
C (0.84, 0.13, 0.33)  -0.603
C (0.40, 0.17, -0.94)  0.214
C (0.19, -1.02, -1.81)  -1.138
H (-0.51, 1.11, 3.14)  0.274
H (1.07, -1.65, -2.00)  0.291
H (-0.51, -1.98, 0.63)  0.388
H (-0.64, -1.58, -1.38)  0.178
H (0.41, -0.47, 2.68)  0.271
H (-1.18, -3.18, 0.04)  0.343
H (0.09, 1.17, -1.22)  0.274
H (-0.08, 3.55, -1.34)  0.319
H (-0.19, -0.74, -2.79)  0.354
H (1.76, -0.32, 0.72)  0.474
H (-0.25, 2.90, 0.08)  0.383

calculated total energy = -364.15356 Eh
highest occupied orbital energy = -8.76 eV
gap between HOMO and LUMO = 9.345 eV
relative energy (zero: lowest compared OMol25 entry of this formula, charge and spin) = 300.93 kJ/mol